{"formula": "C7H11N3O3", "method": "the ωB97M-V functional and the def2-TZVPD basis", "e_tot_ha": -663.09316, "gap_ev": [6.09, 7.11], "relative_energy_kcal_mol": 166.9, "smiles": "CC1=C([N+](=O)[O-])N(N)C(C)(C)C1=O", "symbols": ["C", "C", "C", "N", "O", "O", "N", "N", "C", "C", "C", "C", "O", "H", "H", "H", "H", "H", "H", "H", "H", "H", "H", "H"], "xyz": [[1.2290, 2.7535, -0.0335], [0.5844, 1.4586, 0.0028], [1.2995, -0.0316, -0.1308], [2.6715, -0.0854, -0.1573], [3.3320, 0.9465, -0.2596], [3.1753, -1.1796, 0.0127], [0.3896, -0.9789, -0.0515], [0.6322, -2.2914, 0.3307], [-1.0327, -0.3763, 0.0695], [-1.7893, -0.7495, -1.2100], [-1.7430, -0.9647, 1.3048], [-0.8500, 1.1364, 0.1383], [-1.7879, 1.9493, 0.1668], [2.2112, 2.7100, -0.4925], [1.3360, 3.1620, 1.0022], [0.4343, 3.4690, -0.5296], [0.1038, -2.8586, -0.3295], [1.6414, -2.5009, 0.4396], [-1.8401, -1.7718, -1.4726], [-1.3294, -0.2563, -2.1069], [-2.8367, -0.2815, -1.3010], [-1.3574, -1.9938, 1.4843], [-2.8975, -0.9761, 0.9616], [-1.5763, -0.2888, 2.1614]], "atomic_forces_ev_per_a": [[-1.7, 2.1, 0.0], [0.7, -6.1, -0.2], [-3.9, 7.3, 0.6], [1.2, 0.3, 0.4], [-0.3, -0.4, -0.2], [0.7, -1.5, 0.0], [-0.4, 0.4, -0.1], [-0.4, -0.5, 0.2], [0.2, -1.5, 0.0], [-0.8, 2.9, -1.8], [-1.9, 0.2, -1.1], [0.9, 1.4, -0.6], [1.1, -1.3, 0.1], [-0.4, 0.4, -0.2], [0.1, -0.3, -0.6], [1.8, -1.1, 0.7], [0.8, -0.4, 0.2], [-1.0, 0.4, -0.6], [-0.1, -1.3, 0.3], [0.2, -0.4, 0.8], [1.4, -0.8, 0.9], [-0.5, 0.8, 0.1], [2.6, -0.1, 1.4], [-0.3, -0.6, -0.2]], "lowdin_charge": [-0.071, -0.035, -0.055, -0.353, 0.063, 0.060, -0.070, 0.105, -0.402, -0.033, -0.007, -0.356, 0.062, 0.060, 0.106, 0.131, 0.106, 0.106, 0.059, 0.103, 0.123, 0.072, 0.138, 0.090]}


{"formula": "C13H22S", "method": "the ωB97M-V functional and the def2-TZVPD basis", "e_tot_ha": -906.32752, "gap_ev": [7.37, 6.39], "relative_energy_kcal_mol": 204.3, "symbols": ["C", "C", "C", "C", "C", "C", "C", "C", "C", "C", "C", "C", "C", "S", "H", "H", "H", "H", "H", "H", "H", "H", "H", "H", "H", "H", "H", "H", "H", "H", "H", "H", "H", "H", "H", "H"], "xyz": [[3.8978, -1.2934, 0.0359], [4.4155, 1.2984, -1.0748], [-2.1410, -2.0193, 0.4853], [-0.6148, -2.0412, 0.0548], [-0.7505, -0.2312, -1.9983], [-2.8199, -0.9384, -0.4110], [-1.7156, -0.1038, -0.9068], [-0.2904, -0.5671, -0.4838], [-2.7250, 0.5038, 0.0198], [-3.7046, 1.4211, -0.5982], [-2.2803, 0.9927, 1.3926], [3.8210, 1.0362, 1.4794], [0.6822, 0.2804, 0.2080], [3.4149, 0.2881, -0.1707], [4.1441, -1.9936, -0.6865], [3.3787, -1.8966, 0.8679], [4.3123, 2.3285, -0.8154], [4.2741, 1.0984, -2.2211], [-2.6556, -2.9191, 0.3072], [-2.2179, -1.6934, 1.5807], [0.0550, -2.2080, 0.8243], [-0.7075, -2.8199, -0.7796], [-0.9538, -1.1120, -2.6627], [-0.1572, 0.5837, -2.5312], [-3.5635, -1.2686, -1.1790], [-3.8020, 1.4783, -1.7661], [-3.4536, 2.4692, -0.3892], [-4.8362, 1.1006, -0.2392], [-1.5428, 1.8147, 1.2753], [-1.6594, 0.2133, 1.9013], [-3.0712, 1.4103, 2.0337], [4.9454, 0.9637, 1.5748], [3.5130, 2.1254, 1.6334], [3.1499, 0.3963, 2.0505], [1.0917, -0.0202, 1.0994], [0.5674, 1.3227, 0.0890]], "atomic_forces_ev_per_a": [[-0.9, -0.7, 3.0], [-0.3, -1.4, -3.5], [0.7, 2.5, 1.3], [-2.6, 0.9, -3.1], [1.0, -0.2, -0.5], [0.9, -1.4, 0.0], [1.3, 1.3, 1.0], [-1.7, -1.8, -0.9], [0.3, 0.8, -0.9], [-3.8, 0.5, -1.8], [1.4, -0.3, 0.2], [-0.2, 0.6, -0.4], [-1.7, -0.2, -2.0], [0.7, 1.1, 0.8], [0.7, -0.4, -2.0], [0.4, 1.6, -1.1], [-0.2, 0.5, 0.3], [0.5, 0.4, 2.2], [-0.3, -1.4, 0.2], [-0.2, -0.8, -1.4], [1.3, -1.2, 1.4], [1.4, 1.0, 1.0], [0.4, 0.8, 0.7], [-1.2, -0.8, 1.0], [0.4, 0.5, 1.0], [0.5, -0.8, 2.0], [-0.4, -0.2, 0.5], [2.7, 1.3, -0.7], [-0.5, -0.3, -0.2], [-0.9, 0.6, -0.1], [0.0, -0.6, -0.3], [-1.5, -0.4, 0.2], [0.2, -1.5, -0.8], [0.8, 0.1, 1.0], [0.7, -0.9, 2.0], [0.1, 1.1, -0.2]], "lowdin_charge": [-0.343, -0.364, -0.115, -0.072, 0.025, -0.142, -0.312, -0.311, -0.443, -0.076, -0.025, -0.238, -0.003, 0.792, -0.035, 0.039, -0.025, 0.033, 0.076, 0.117, 0.067, 0.132, 0.116, 0.123, 0.162, 0.111, 0.070, 0.138, 0.086, 0.082, 0.087, 0.081, 0.083, 0.022, 0.007, 0.055]}


{"formula": "IMn", "method": "the ωB97M-V functional and the def2-TZVPD basis", "e_tot_ha": -1447.85017, "multiplicity": 7, "s_squared": 12.005, "total_charge": 2, "gap_ev": [8.21, 6.69], "symbols": ["Mn", "I"], "xyz": [[12.4444, 2.1474, -2.1093], [9.7799, 2.6736, -2.7210]], "atomic_forces_ev_per_a": [[-0.4, 0.1, -0.1], [0.4, -0.1, 0.1]], "lowdin_spin": [4.977, 1.023]}


{"formula": "C43H55ClIN11O3Ti", "method": "the ωB97M-V functional and the def2-TZVPD basis", "e_tot_ha": -4106.57499, "total_charge": 2, "gap_ev": 7.08, "relative_energy_kcal_mol": 15.9, "symbols": ["Ti", "C", "N", "C", "C", "N", "C", "C", "C", "C", "C", "C", "N", "C", "N", "C", "C", "N", "C", "C", "N", "C", "C", "H", "H", "H", "H", "H", "H", "H", "H", "H", "H", "H", "H", "H", "H", "H", "H", "H", "H", "H", "H", "H", "H", "H", "H", "H", "H", "H", "H", "C", "C", "C", "C", "C", "C", "C", "C", "H", "H", "H", "H", "H", "O", "C", "C", "C", "C", "C", "C", "N", "H", "H", "H", "H", "H", "H", "H", "H", "H", "H", "H", "N", "C", "C", "C", "N", "H", "H", "H", "H", "Cl", "C", "C", "C", "C", "C", "C", "C", "O", "O", "H", "H", "H", "H", "I", "C", "C", "N", "N", "C", "H", "H", "H"], "xyz": [[0.3453, -0.0483, 0.1056], [-4.7058, -2.2366, -0.5914], [-3.5654, -1.6344, 0.0707], [-3.8046, -1.2260, 1.4404], [-2.4353, -1.2924, -0.6066], [-1.2236, -1.3454, -0.0510], [-1.0327, -2.2035, 1.0542], [-1.4049, -3.5453, 1.0045], [-1.1844, -4.3783, 2.0899], [-0.6346, -3.8639, 3.2535], [-0.2579, -2.5344, 3.3223], [-0.4066, -1.6916, 2.2144], [0.1512, -0.4148, 2.1626], [0.4295, 0.2475, 3.2976], [-0.5331, 0.5347, 4.1969], [-0.2990, 0.7119, 5.6148], [-1.9242, 0.5772, 3.8107], [1.6940, 0.6458, 3.5416], [2.8184, -0.1493, 3.0931], [2.0507, 1.8816, 4.2034], [-2.5726, -0.8798, -1.8879], [-1.6485, -1.2628, -2.9353], [-3.7253, -0.1213, -2.3214], [-5.0776, -3.0448, 0.0413], [-4.4078, -2.6739, -1.5405], [-5.5234, -1.5314, -0.7590], [-4.6595, -1.7712, 1.8343], [-4.0193, -0.1538, 1.4757], [-2.9487, -1.4439, 2.0731], [-1.8703, -3.9330, 0.1080], [-1.4502, -5.4217, 2.0365], [-0.4711, -4.5074, 4.1036], [0.1917, -2.1512, 4.2285], [0.7008, 0.3869, 5.8834], [-1.0163, 0.0988, 6.1628], [-0.4449, 1.7484, 5.9218], [-1.9904, 0.6996, 2.7293], [-2.3990, 1.4317, 4.2937], [-2.4563, -0.3247, 4.1210], [2.4688, -1.1268, 2.7687], [3.5075, -0.2807, 3.9293], [3.3565, 0.3318, 2.2745], [1.1762, 2.5117, 4.3295], [2.7750, 2.4088, 3.5812], [2.5174, 1.7004, 5.1727], [-0.6458, -1.4152, -2.5316], [-1.6198, -0.4818, -3.6909], [-1.9852, -2.1872, -3.4189], [-4.2638, 0.2638, -1.4607], [-4.3974, -0.7044, -2.9550], [-3.3763, 0.7349, -2.9039], [-1.1034, 1.3755, 0.3639], [-2.0353, 2.1575, 0.4326], [-3.1174, 3.0802, 0.5237], [-3.2761, 4.0777, -0.4405], [-4.3097, 4.9889, -0.3327], [-5.1972, 4.9217, 0.7301], [-5.0560, 3.9243, 1.6808], [-4.0272, 3.0079, 1.5801], [-2.5849, 4.1292, -1.2714], [-4.4275, 5.7561, -1.0821], [-5.9993, 5.6380, 0.8166], [-5.7518, 3.8582, 2.5033], [-3.9255, 2.2294, 2.3232], [0.5702, 0.7142, -1.6442], [0.7707, 1.6401, -2.4668], [-0.3594, 2.1868, -3.2968], [-0.1801, 1.7973, -4.7763], [0.7319, 2.7529, -5.5433], [2.1812, 2.7513, -5.0543], [2.3355, 3.1844, -3.5934], [1.9843, 2.1315, -2.6523], [-0.3967, 3.2751, -3.2084], [-1.2877, 1.7805, -2.8894], [-1.1608, 1.7995, -5.2516], [0.2184, 0.7833, -4.8469], [0.3268, 3.7648, -5.4802], [0.7209, 2.4672, -6.5958], [2.7580, 3.4441, -5.6683], [2.6260, 1.7623, -5.1794], [1.7116, 4.0638, -3.4046], [3.3731, 3.4543, -3.3942], [2.7466, 1.6791, -2.1504], [1.1222, 2.9282, 1.1001], [2.0320, 3.9152, 1.1550], [3.2221, 3.3931, 0.6974], [2.9328, 2.0620, 0.3777], [1.6545, 1.7915, 0.6241], [0.1226, 2.9546, 1.2997], [1.7947, 4.8958, 1.5143], [4.1620, 3.8950, 0.6016], [3.5943, 1.3011, -0.0042], [4.6510, -7.0734, 0.6699], [4.2079, -5.4247, 0.4730], [3.0066, -4.9658, 1.0037], [2.6367, -3.6500, 0.8268], [3.4608, -2.7747, 0.1167], [4.6798, -3.2344, -0.3825], [5.0500, -4.5551, -0.2102], [2.9904, -1.3845, -0.1507], [3.6475, -0.5685, -0.7869], [1.8208, -1.0886, 0.3162], [2.3812, -5.6466, 1.5558], [1.6962, -3.2841, 1.2233], [5.3241, -2.5445, -0.9082], [5.9849, -4.9292, -0.5944], [4.6981, -2.4913, -4.5872], [3.0272, -2.6664, -3.3477], [2.5669, -3.7940, -2.7050], [1.4810, -3.4148, -2.0088], [1.2189, -2.1118, -2.1511], [2.1476, -1.6460, -2.9695], [2.9322, -4.7992, -2.7125], [0.9162, -3.9861, -1.3988], [2.1765, -0.6144, -3.2599]], "atomic_forces_ev_per_a": [[-0.4, 0.5, 0.3], [-0.2, -0.2, -0.2], [0.5, 0.3, -0.3], [0.2, 0.2, 0.4], [-1.0, 0.3, -0.6], [0.6, 0.3, 0.2], [0.2, -0.5, 0.7], [0.2, 0.0, 0.2], [-0.2, 0.1, -0.2], [0.1, 0.1, 0.1], [0.1, -0.1, -0.2], [-0.3, -0.6, 0.0], [-0.3, 0.2, -0.4], [0.1, 0.5, 0.6], [0.4, 0.0, -0.5], [0.1, 0.0, 0.3], [-0.3, 0.0, -0.4], [-0.5, -0.2, -0.2], [0.2, -0.3, -0.2], [0.0, 0.2, 0.2], [0.1, -0.2, 0.6], [0.4, -0.2, 0.0], [-0.3, 0.1, 0.0], [0.0, 0.0, 0.0], [0.0, 0.1, -0.1], [0.0, 0.0, 0.0], [0.0, 0.0, -0.1], [0.0, 0.0, 0.1], [0.0, 0.0, 0.0], [0.0, 0.0, -0.1], [-0.1, -0.1, 0.0], [0.0, -0.1, 0.1], [0.1, 0.0, 0.0], [0.0, 0.0, 0.0], [0.0, 0.0, 0.0], [0.0, 0.0, 0.0], [-0.1, 0.0, 0.1], [0.0, 0.0, 0.0], [0.0, -0.1, 0.0], [0.1, 0.0, 0.0], [0.0, 0.0, 0.0], [0.0, 0.0, 0.0], [0.0, 0.0, 0.0], [0.0, 0.0, -0.1], [0.0, 0.0, 0.1], [-0.3, 0.0, -0.2], [0.0, 0.1, 0.0], [0.0, 0.1, 0.0], [-0.1, 0.0, 0.0], [0.0, 0.0, 0.0], [0.0, -0.1, 0.0], [-0.7, 0.7, 0.2], [0.3, -0.2, 0.0], [-0.3, 0.2, 0.0], [0.0, 0.0, 0.0], [0.0, 0.1, -0.1], [0.0, 0.0, 0.0], [-0.1, 0.0, 0.1], [0.0, -0.1, 0.0], [0.0, 0.0, 0.0], [0.0, 0.1, -0.1], [-0.1, 0.1, 0.0], [-0.1, 0.0, 0.1], [0.0, 0.0, 0.0], [0.1, -0.7, -0.2], [0.3, 1.1, -0.5], [0.0, -0.4, 0.1], [0.0, 0.3, -0.1], [0.2, -0.3, 0.0], [-0.1, 0.2, 0.1], [0.0, 0.2, -0.6], [-0.2, -0.7, 0.5], [0.0, 0.0, 0.1], [0.1, 0.1, 0.1], [0.0, -0.1, 0.0], [-0.1, -0.1, 0.0], [0.0, 0.1, 0.0], [0.0, 0.1, 0.0], [0.0, 0.0, 0.0], [0.1, 0.0, 0.0], [0.1, 0.0, 0.1], [-0.1, 0.0, 0.1], [-0.3, 0.0, 0.0], [0.0, 0.3, 0.1], [0.1, -0.2, -0.1], [-0.2, -0.1, 0.0], [0.2, 0.3, 0.2], [-0.4, -0.4, 0.1], [0.2, -0.1, -0.2], [-0.2, 0.2, 0.1], [0.2, 0.1, 0.0], [-0.1, -0.1, 0.0], [0.0, -0.1, 0.0], [-0.1, 0.4, -0.1], [0.0, -0.2, 0.1], [0.1, 0.3, -0.1], [-0.1, 0.0, 0.3], [-0.2, 0.3, 0.1], [0.0, -0.2, 0.1], [1.9, 0.0, -0.8], [0.0, -0.4, 0.3], [0.0, -0.3, 0.4], [-0.1, -0.1, 0.1], [0.0, -0.1, 0.0], [0.0, 0.0, -0.1], [0.1, 0.0, -0.1], [-0.5, -0.1, 0.4], [0.5, -0.2, -0.4], [0.0, 0.2, -0.3], [0.0, -0.2, -0.3], [-0.3, 0.2, 0.0], [0.0, -0.5, -0.1], [0.1, -0.3, 0.1], [0.1, 0.1, -0.1], [0.0, 0.2, 0.0]], "lowdin_charge": [1.113, -0.034, -0.114, 0.000, -0.333, 0.032, -0.264, -0.018, -0.064, -0.060, -0.007, -0.251, 0.005, -0.345, -0.105, -0.025, -0.028, -0.110, -0.002, -0.031, -0.111, -0.019, -0.031, 0.104, 0.101, 0.100, 0.107, 0.092, 0.069, 0.125, 0.113, 0.115, 0.122, 0.096, 0.106, 0.104, 0.057, 0.105, 0.104, 0.090, 0.111, 0.084, 0.095, 0.092, 0.103, 0.039, 0.079, 0.110, 0.097, 0.103, 0.090, -0.094, -0.092, -0.260, -0.035, -0.064, -0.061, -0.064, -0.041, 0.107, 0.112, 0.114, 0.112, 0.093, -0.118, -0.379, -0.069, -0.171, -0.189, -0.161, -0.137, 0.147, 0.132, 0.102, 0.121, 0.117, 0.122, 0.122, 0.123, 0.121, 0.132, 0.134, 0.147, 0.026, -0.063, -0.029, -0.143, -0.022, 0.127, 0.128, 0.108, 0.097, 0.730, -0.662, -0.086, -0.027, -0.144, -0.005, -0.077, -0.540, 0.054, -0.168, 0.107, 0.102, 0.124, 0.115, 0.881, -0.733, -0.135, 0.022, 0.003, -0.208, 0.129, 0.161, 0.094]}